# 1
Computed, not measured: a 6-piece molecular cluster, C7H25N6O6 overall at a distorted geometry, with wB97M-V/def2-TZVPD.

Summary:
Largest force on an atom (eV/Å): 7.3
Charge: 0
Frontier orbital gap (alpha / beta) (eV): 9.51 / 3.53
Multiplicity: 2
⟨S²⟩: 0.757

Each line ends with the Mulliken charge.
Element x y z (Å)
O (-0.09429, -0.40797, -0.92024)  -0.862
H (0.47888, -0.29375, -0.13732)  0.343
C (-2.11246, -0.20534, 1.80587)  0.458
O (-2.93962, -0.09174, 2.67189)  -0.675
N (-1.60754, -1.32145, 1.34815)  -0.165
N (-1.48572, 0.78887, 1.31168)  -0.229
H (-1.98879, -2.20716, 1.64857)  0.152
H (-0.90501, -1.27149, 0.62423)  0.145
H (-1.85277, 1.68229, 1.60696)  0.194
H (-0.92922, 0.57263, 0.49704)  0.319
C (1.91954, 2.26331, -1.83290)  0.483
O (2.54185, 3.27836, -2.13454)  -0.640
N (0.68306, 2.24261, -1.33949)  -0.190
N (2.36568, 1.00151, -1.90618)  -0.250
H (0.33471, 1.30628, -1.19102)  0.183
H (0.11129, 3.04774, -1.55149)  0.229
H (1.82067, 0.26128, -1.48771)  0.192
H (3.22185, 0.79894, -2.40221)  0.190
C (1.08144, 2.18196, 4.05836)  0.576
O (1.89726, 2.67808, 4.75386)  -0.653
N (0.04996, 1.66635, 4.61155)  -0.326
N (1.13073, 1.94734, 2.76613)  -0.298
H (-0.09362, 1.61082, 5.60975)  0.219
H (-0.53953, 0.99609, 4.13896)  0.104
H (1.97444, 2.28590, 2.32608)  0.125
H (0.43494, 1.38447, 2.29800)  0.317
C (2.55828, -3.86993, 1.09267)  -1.304
C (1.89027, -2.66460, 0.56695)  0.256
O (0.64852, -2.97808, -0.07694)  -0.488
H (2.15151, -4.20667, 2.04622)  0.311
H (3.61162, -3.59018, 1.10999)  0.359
H (2.52634, -4.66129, 0.34377)  0.328
H (2.54972, -2.03778, -0.03332)  0.139
H (1.59862, -2.09295, 1.44801)  0.219
H (0.45084, -2.10110, -0.41372)  0.222
C (-3.52319, 0.05835, -4.16758)  -1.207
C (-2.24679, 0.64534, -3.49715)  0.035
O (-1.34351, -0.41525, -3.38120)  -0.539
H (-3.96230, -0.71978, -3.54324)  0.301
H (-3.14246, -0.41883, -5.07059)  0.294
H (-4.27952, 0.80718, -4.40279)  0.355
H (-2.37396, 0.97566, -2.46623)  0.237
H (-1.81831, 1.42135, -4.13143)  0.239
H (-0.79338, -0.34736, -2.59740)  0.301

Forces on atoms 1 to 3 (eV/Å):
O 0.3 0.1 0.3
H 0.3 0.0 0.0
C -1.5 -1.7 2.3

=====

# 2
Computed, not measured: a 2-piece molecular cluster, C3H8FNS overall at a distorted geometry, with wB97M-V/def2-TZVPD.

Summary:
Largest force on an atom (eV/Å): 3.2
Charge: 0
Energy above the lowest of the compared OMol25 structures with the same formula, charge and spin (kcal/mol): 95.9
Frontier orbital gap (alpha / beta) (eV): 8.10 / 8.00

Each line ends with the Mulliken charge.
Element x y z (Å)
C (1.89343, 0.95951, 0.18662)  -0.534
C (1.19284, 0.45286, -1.08570)  -0.749
C (-1.27318, -0.63277, -0.02360)  0.362
N (-1.06660, -1.48741, 1.03590)  -0.421
F (-1.81085, -1.40617, -0.97271)  -0.244
S (-2.29004, 0.81001, 0.48608)  -0.290
H (2.00758, 2.00025, 0.31083)  0.299
H (2.90969, 0.57857, 0.09687)  0.267
H (1.35860, 0.41091, 1.03246)  0.098
H (0.78209, 1.06084, -1.98402)  0.284
H (0.84769, -0.56876, -1.10228)  0.384
H (-1.20286, -2.47295, 0.96768)  0.196
H (-0.70921, -0.99493, 1.87178)  0.203
H (-2.63917, 1.29004, -0.81992)  0.147

Forces on atoms 1 to 3 (eV/Å):
C -1.1 -2.8 -1.0
C -1.0 1.4 -0.9
C -0.9 -0.4 0.7

=====

# 3
Computed, not measured: a 2-piece molecular cluster, C4H14N3O overall at a distorted geometry, with wB97M-V/def2-TZVPD.

Summary:
Largest force on an atom (eV/Å): 1.3
Charge: +1
Energy above the lowest of the compared OMol25 structures with the same formula, charge and spin (kcal/mol): 25.2
Frontier orbital gap (eV): 8.81

Each line ends with the Mulliken charge.
Element x y z (Å)
C (1.03545, -1.87844, 0.07233)  -0.639
C (1.31979, -0.75105, -0.93760)  -0.840
C (0.15110, 0.18274, -1.03803)  0.519
C (0.25164, 1.45032, -0.62861)  -0.465
N (-0.76763, 2.37644, -0.54137)  -0.469
N (-1.10573, -0.44420, -1.29523)  -0.524
N (0.04301, -1.40100, 1.05743)  -0.207
H (1.95168, -2.16942, 0.57440)  0.358
H (0.62741, -2.75702, -0.41063)  0.411
H (2.15774, -0.14734, -0.60656)  0.335
H (1.63749, -1.16934, -1.89444)  0.396
H (1.19958, 1.83442, -0.29622)  0.326
H (-0.57894, 3.34780, -0.37436)  0.219
H (-1.64215, 2.23252, -1.01820)  0.115
H (-1.11604, -0.95950, -2.16993)  0.234
H (-1.88838, 0.19295, -1.36738)  0.162
H (-0.06968, -2.08366, 1.80437)  0.355
H (0.33020, -0.51829, 1.50795)  0.345
H (-0.86027, -1.17495, 0.62532)  0.356
H (-1.06083, 1.27683, 3.09731)  0.313
H (-0.94611, 1.58682, 1.56941)  0.331
O (-0.66932, 0.97336, 2.27004)  -0.634

Forces on atoms 1 to 3 (eV/Å):
C 0.2 0.2 -0.9
C 0.0 0.3 0.1
C -0.2 0.2 0.0

=====

# 4
Computed, not measured: a 7-piece molecular cluster, C45H68BF3O21S8 overall at a distorted geometry, with wB97M-V/def2-TZVPD.

Summary:
Largest force on an atom (eV/Å): 1.4
Charge: 0
Frontier orbital gap (eV): 8.39
Structure (SMILES): CCOB(O)c1c(CCCCS(=O)(=O)O)cc(S(=O)(=O)C(F)(F)F)c2c1C(=O)c1ccccc1C2=O.O=S1(=O)CCCC1.O=S1(=O)CCCC1.O=S1(=O)CCCC1.O=S1(=O)CCCC1.O=S1(=O)CCCC1.O=S1(=O)CCCC1

Each line ends with the Mulliken charge.
Element x y z (Å)
C (-0.65091, -0.28197, 4.33828)  -1.263
C (-1.10208, 1.08867, 3.83570)  0.417
O (-2.52406, 1.26168, 3.93795)  -0.473
B (-3.25032, 1.31240, 2.77533)  0.879
O (-4.21468, 2.25168, 2.58627)  -0.751
C (-3.05655, 0.19993, 1.64461)  0.206
C (-3.67084, -1.04607, 1.80073)  -0.049
C (-4.53782, -1.32406, 3.00494)  -1.316
C (-5.84997, -0.49807, 2.97136)  -0.605
C (-7.12972, -1.26449, 3.31130)  -1.363
C (-7.36965, -2.58139, 2.57880)  -0.878
S (-7.58038, -2.45279, 0.82474)  1.195
O (-7.15331, -1.17825, 0.33493)  -0.558
O (-7.03781, -3.63012, 0.20779)  -0.699
O (-9.17031, -2.53470, 0.74650)  -0.473
C (-3.50524, -2.02741, 0.82781)  -1.234
C (-2.73021, -1.78822, -0.29903)  1.262
S (-2.52145, -3.09490, -1.48960)  1.891
O (-3.33657, -2.92387, -2.65310)  -0.644
O (-1.11926, -3.35391, -1.66650)  -0.753
C (-3.14628, -4.64739, -0.67197)  0.331
F (-2.57656, -4.83823, 0.52398)  -0.204
F (-4.47396, -4.63663, -0.54755)  -0.159
F (-2.78740, -5.63876, -1.48959)  -0.157
C (-2.12248, -0.55118, -0.48213)  -0.680
C (-2.29232, 0.43441, 0.49597)  0.544
C (-1.61919, 1.75851, 0.28834)  -0.156
O (-2.06196, 2.78419, 0.76269)  -0.622
C (-0.37682, 1.75477, -0.52249)  0.678
C (0.59032, 2.72891, -0.33800)  -0.827
C (1.72276, 2.69968, -1.13167)  -0.847
C (1.87638, 1.73070, -2.11317)  -0.494
C (0.91295, 0.75982, -2.30546)  -1.093
C (-0.21291, 0.77537, -1.49738)  0.269
C (-1.27866, -0.24351, -1.67912)  0.577
O (-1.47820, -0.77883, -2.74565)  -0.602
H (-1.50003, -0.87310, 4.67585)  0.266
H (0.04061, -0.19840, 5.17639)  0.339
H (-0.12853, -0.83318, 3.55743)  0.338
H (-0.76571, 1.22141, 2.80540)  -0.289
H (-0.64707, 1.89466, 4.40865)  0.573
H (-3.99910, 3.08652, 3.01447)  0.294
H (-4.73276, -2.39800, 3.02297)  0.871
H (-3.97944, -1.10307, 3.91536)  0.205
H (-5.93016, 0.00938, 2.01511)  0.524
H (-5.75379, 0.28922, 3.72060)  0.449
H (-7.96844, -0.59599, 3.10638)  0.384
H (-7.15251, -1.46222, 4.38438)  0.447
H (-6.60854, -3.34028, 2.74629)  0.449
H (-8.29994, -3.01343, 2.95041)  0.599
H (-9.37201, -2.75729, -0.17785)  0.424
H (-4.00444, -2.97300, 0.97158)  0.421
H (0.46357, 3.50230, 0.40511)  0.571
H (2.47819, 3.46006, -0.99006)  0.443
H (2.75960, 1.74687, -2.73659)  0.694
H (1.01980, -0.00243, -3.06483)  0.640
O (-5.04247, 3.47253, -3.98611)  -0.699
S (-6.00360, 2.51753, -3.49121)  1.219
O (-7.41304, 2.81691, -3.51521)  -0.699
C (-5.69167, 0.93271, -4.26149)  -0.903
C (-4.68596, 0.25801, -3.33719)  -0.114
C (-5.17569, 0.53665, -1.90676)  1.120
C (-5.52149, 2.02795, -1.82427)  -0.984
H (-5.32513, 1.08322, -5.27095)  0.626
H (-6.63215, 0.38339, -4.28198)  0.196
H (-4.61262, -0.81063, -3.53520)  0.117
H (-3.69432, 0.69122, -3.48454)  0.112
H (-6.06426, -0.06208, -1.69868)  0.102
H (-4.42779, 0.27010, -1.16187)  -1.038
H (-6.35134, 2.23132, -1.15246)  0.474
H (-4.66149, 2.63348, -1.54164)  0.394
O (4.01143, 1.05901, 0.57775)  -0.608
S (5.22949, 1.36084, -0.13569)  1.255
O (5.60202, 2.73152, -0.39291)  -0.734
C (6.58151, 0.48274, 0.63137)  -0.179
C (6.60863, -0.86359, -0.08282)  -0.708
C (6.40829, -0.55669, -1.57344)  -0.777
C (5.23930, 0.43004, -1.68083)  -0.499
H (6.40176, 0.41196, 1.69726)  -0.038
H (7.49082, 1.05278, 0.44662)  0.325
H (7.54451, -1.38762, 0.10173)  0.369
H (5.79306, -1.49297, 0.27947)  0.317
H (7.31436, -0.10107, -1.97724)  0.294
H (6.21045, -1.45877, -2.15047)  0.363
H (5.35483, 1.13022, -2.50479)  0.387
H (4.28149, -0.08128, -1.75755)  0.227
O (1.75203, -7.43946, -5.05252)  -0.670
S (0.55222, -6.91960, -5.66011)  1.167
O (-0.23671, -7.74200, -6.54286)  -0.676
C (-0.48700, -6.22112, -4.38153)  -0.785
C (-0.03091, -4.77074, -4.26985)  0.316
C (0.15581, -4.28127, -5.71271)  -0.732
C (0.94368, -5.35925, -6.46896)  -0.701
H (-0.35943, -6.79648, -3.46762)  0.462
H (-1.51837, -6.28970, -4.72717)  0.364
H (-0.75097, -4.16976, -3.72949)  -0.391
H (0.91887, -4.72037, -3.73290)  0.244
H (-0.82187, -4.14391, -6.17861)  0.313
H (0.67144, -3.32285, -5.74888)  0.373
H (0.66068, -5.43572, -7.51555)  0.391
H (2.01884, -5.21350, -6.38654)  0.351
O (6.43167, -0.08625, 5.17353)  -0.682
S (7.09703, 1.08854, 4.66945)  1.207
O (7.80423, 1.03849, 3.40979)  -0.653
C (5.93052, 2.44576, 4.64429)  -0.735
C (6.07908, 3.08590, 6.02100)  -0.778
C (7.58867, 3.13692, 6.30311)  -0.303
C (8.16418, 1.76105, 5.94861)  -0.697
H (4.93748, 2.05418, 4.43531)  0.495
H (6.23826, 3.12623, 3.85039)  0.367
H (5.62899, 4.07725, 6.04602)  0.355
H (5.57904, 2.47042, 6.77215)  0.342
H (8.05136, 3.90019, 5.68048)  0.039
H (7.80162, 3.39066, 7.33604)  0.379
H (9.17738, 1.81956, 5.55974)  0.341
H (8.13304, 1.07356, 6.79137)  0.363
O (12.36409, 4.97207, 7.34985)  -0.670
S (11.07637, 5.47495, 6.95007)  1.042
O (9.87929, 4.70622, 7.19842)  -0.565
C (10.87662, 7.13327, 7.59395)  -0.704
C (11.45687, 8.02962, 6.50490)  -0.567
C (10.94139, 7.46337, 5.17432)  -0.638
C (11.14771, 5.94388, 5.21331)  -0.567
H (11.39101, 7.20426, 8.54914)  0.383
H (9.80910, 7.30557, 7.72834)  0.349
H (11.15957, 9.06731, 6.64583)  0.343
H (12.54745, 7.98545, 6.53039)  0.301
H (9.87868, 7.68958, 5.06916)  0.300
H (11.45514, 7.90365, 4.32164)  0.321
H (10.37523, 5.39966, 4.67574)  0.290
H (12.12861, 5.65444, 4.84216)  0.363
O (-8.59366, -0.60801, -6.41508)  -0.672
S (-7.37131, -1.27874, -6.77303)  1.272
O (-6.13671, -0.55226, -6.92127)  -0.662
C (-7.12678, -2.65745, -5.65473)  -0.598
C (-7.84788, -3.81891, -6.33131)  -0.735
C (-7.48537, -3.73031, -7.82048)  -0.640
C (-7.65910, -2.26719, -8.24915)  -0.714
H (-7.52759, -2.39659, -4.67780)  0.422
H (-6.05386, -2.83672, -5.58509)  0.351
H (-7.55385, -4.77360, -5.89817)  0.355
H (-8.92712, -3.70939, -6.20538)  0.333
H (-6.44674, -4.03526, -7.96033)  0.291
H (-8.10443, -4.38961, -8.42665)  0.343
H (-6.94445, -1.96453, -9.00962)  0.339
H (-8.67196, -2.05699, -8.58659)  0.355

Forces on atoms 1 to 3 (eV/Å):
C 0.2 0.0 0.1
C 0.1 -0.4 0.1
O 0.3 0.6 -0.4

=====

Repeat the first record exactly.
Computed, not measured: a 6-piece molecular cluster, C7H25N6O6 overall at a distorted geometry, with wB97M-V/def2-TZVPD.

Summary:
Largest force on an atom (eV/Å): 7.3
Charge: 0
Frontier orbital gap (alpha / beta) (eV): 9.51 / 3.53
Multiplicity: 2
⟨S²⟩: 0.757

Each line ends with the Mulliken charge.
Element x y z (Å)
O (-0.09429, -0.40797, -0.92024)  -0.862
H (0.47888, -0.29375, -0.13732)  0.343
C (-2.11246, -0.20534, 1.80587)  0.458
O (-2.93962, -0.09174, 2.67189)  -0.675
N (-1.60754, -1.32145, 1.34815)  -0.165
N (-1.48572, 0.78887, 1.31168)  -0.229
H (-1.98879, -2.20716, 1.64857)  0.152
H (-0.90501, -1.27149, 0.62423)  0.145
H (-1.85277, 1.68229, 1.60696)  0.194
H (-0.92922, 0.57263, 0.49704)  0.319
C (1.91954, 2.26331, -1.83290)  0.483
O (2.54185, 3.27836, -2.13454)  -0.640
N (0.68306, 2.24261, -1.33949)  -0.190
N (2.36568, 1.00151, -1.90618)  -0.250
H (0.33471, 1.30628, -1.19102)  0.183
H (0.11129, 3.04774, -1.55149)  0.229
H (1.82067, 0.26128, -1.48771)  0.192
H (3.22185, 0.79894, -2.40221)  0.190
C (1.08144, 2.18196, 4.05836)  0.576
O (1.89726, 2.67808, 4.75386)  -0.653
N (0.04996, 1.66635, 4.61155)  -0.326
N (1.13073, 1.94734, 2.76613)  -0.298
H (-0.09362, 1.61082, 5.60975)  0.219
H (-0.53953, 0.99609, 4.13896)  0.104
H (1.97444, 2.28590, 2.32608)  0.125
H (0.43494, 1.38447, 2.29800)  0.317
C (2.55828, -3.86993, 1.09267)  -1.304
C (1.89027, -2.66460, 0.56695)  0.256
O (0.64852, -2.97808, -0.07694)  -0.488
H (2.15151, -4.20667, 2.04622)  0.311
H (3.61162, -3.59018, 1.10999)  0.359
H (2.52634, -4.66129, 0.34377)  0.328
H (2.54972, -2.03778, -0.03332)  0.139
H (1.59862, -2.09295, 1.44801)  0.219
H (0.45084, -2.10110, -0.41372)  0.222
C (-3.52319, 0.05835, -4.16758)  -1.207
C (-2.24679, 0.64534, -3.49715)  0.035
O (-1.34351, -0.41525, -3.38120)  -0.539
H (-3.96230, -0.71978, -3.54324)  0.301
H (-3.14246, -0.41883, -5.07059)  0.294
H (-4.27952, 0.80718, -4.40279)  0.355
H (-2.37396, 0.97566, -2.46623)  0.237
H (-1.81831, 1.42135, -4.13143)  0.239
H (-0.79338, -0.34736, -2.59740)  0.301

Forces on atoms 1 to 3 (eV/Å):
O 0.3 0.1 0.3
H 0.3 0.0 0.0
C -1.5 -1.7 2.3